Entry 1:
# C39H76O21S9

A cluster of 10 separate species, C39H76O21S9 in total (ωB97M-V with the def2-TZVPD basis set, the Open Molecules 2025 dataset).

E_HOMO: -0.3619 Ha
frontier orbital gap: 10.014 eV
relative energy (zero: lowest compared OMol25 entry of this formula, charge and spin): 78.7 kJ/mol
SMILES: O=S1(=O)CCCC1.O=S1(=O)CCCC1.O=S1(=O)CCCC1.O=S1(=O)CCCC1.O=S1(=O)CCCC1.O=S1(=O)CCCC1.O=S1(=O)CCCC1.O=S1(=O)CCCC1.O=S1(=O)CCCC1.O=C1OCCO1
LUMO: 0.16 eV
calculated total energy: -6695.204741 hartree

ORCA input file:
```
! wB97M-V def2-TZVPD RIJCOSX def2/J DEFGRID3
* xyz 0 1
O -26.860 -2.689 4.518
S -27.516 -1.974 3.440
O -28.539 -2.566 2.656
C -28.212 -0.477 4.094
C -27.527 0.660 3.318
C -26.124 0.222 3.088
C -26.250 -1.171 2.451
H -28.027 -0.512 5.162
H -29.283 -0.519 3.924
H -28.137 0.926 2.446
H -27.500 1.571 3.976
H -25.643 0.210 4.017
H -25.607 0.846 2.389
H -25.443 -1.855 2.335
H -26.628 -0.971 1.450
O -27.937 0.910 6.993
S -28.314 -0.395 7.597
O -29.541 -1.010 7.045
C -27.084 -1.643 7.442
C -26.831 -2.274 8.869
C -28.054 -1.790 9.810
C -28.289 -0.331 9.371
H -26.172 -1.244 7.012
H -27.375 -2.346 6.689
H -26.878 -3.348 8.822
H -25.875 -1.942 9.259
H -27.644 -1.728 10.861
H -28.935 -2.436 9.696
H -27.453 0.319 9.578
H -29.154 0.237 9.563
O -21.547 -1.530 4.579
S -22.285 -0.412 4.009
O -23.579 -0.077 4.526
C -21.357 1.110 3.978
C -21.949 1.882 2.830
C -22.025 0.854 1.668
C -22.386 -0.579 2.214
H -20.231 1.031 3.972
H -21.525 1.666 4.871
H -22.981 2.246 2.945
H -21.269 2.722 2.614
H -20.986 0.835 1.231
H -22.662 1.192 0.891
H -21.692 -1.383 1.881
H -23.420 -0.811 1.939
O -25.108 -6.443 6.265
S -24.745 -7.515 7.135
O -24.417 -8.821 6.604
C -23.449 -7.019 8.225
C -23.700 -7.712 9.603
C -25.077 -8.424 9.471
C -25.871 -7.824 8.402
H -23.393 -5.927 8.302
H -22.553 -7.307 7.643
H -22.809 -8.375 9.761
H -23.812 -6.949 10.388
H -25.552 -8.432 10.477
H -24.863 -9.476 9.169
H -26.491 -6.965 8.573
H -26.546 -8.575 8.027
O -26.782 -6.573 2.785
S -25.603 -6.279 2.070
O -25.334 -5.026 1.398
C -24.194 -6.695 3.118
C -24.106 -8.174 2.788
C -24.107 -8.314 1.305
C -25.395 -7.636 0.856
H -24.435 -6.460 4.133
H -23.272 -6.197 2.660
H -23.183 -8.524 3.229
H -25.020 -8.712 3.207
H -24.049 -9.347 1.018
H -23.264 -7.743 0.924
H -26.261 -8.272 1.040
H -25.393 -7.203 -0.155
O -22.474 3.111 6.067
S -23.914 3.362 6.054
O -24.486 3.748 4.793
C -25.138 2.268 6.771
C -25.836 3.017 7.982
C -25.557 4.565 7.828
C -24.134 4.630 7.213
H -24.772 1.299 6.925
H -25.927 2.143 5.995
H -26.924 2.818 7.870
H -25.378 2.747 8.930
H -25.580 5.089 8.834
H -26.448 4.909 7.268
H -23.389 4.467 8.013
H -23.822 5.508 6.732
O -19.278 -8.392 2.567
S -19.763 -7.095 2.195
O -20.788 -6.951 1.174
C -20.158 -6.055 3.644
C -20.090 -4.661 3.033
C -18.757 -4.658 2.110
C -18.374 -6.049 1.661
H -19.337 -6.145 4.357
H -21.151 -6.301 4.089
H -20.934 -4.400 2.463
H -20.059 -3.941 3.885
H -18.004 -4.378 2.810
H -18.717 -3.905 1.286
H -17.426 -6.422 1.999
H -18.383 -6.074 0.572
O -20.282 -9.505 8.451
S -19.360 -9.907 7.401
O -17.953 -9.787 7.659
C -19.933 -11.517 6.788
C -20.213 -11.267 5.299
C -20.763 -9.843 5.173
C -19.820 -8.924 5.960
H -20.795 -11.817 7.366
H -19.171 -12.252 6.942
H -19.305 -11.397 4.716
H -20.957 -11.963 4.916
H -21.826 -9.832 5.555
H -20.767 -9.640 4.102
H -20.259 -8.007 6.311
H -18.900 -8.763 5.356
O -27.992 -4.904 7.294
S -29.004 -5.760 6.772
O -29.834 -6.455 7.682
C -30.116 -4.922 5.628
C -29.979 -5.753 4.313
C -29.495 -7.156 4.669
C -28.328 -6.916 5.645
H -29.862 -3.920 5.540
H -31.088 -5.167 6.127
H -30.984 -5.825 3.884
H -29.332 -5.173 3.693
H -29.140 -7.765 3.795
H -30.308 -7.656 5.104
H -27.432 -6.518 5.225
H -28.125 -7.830 6.257
O -21.416 -5.255 6.100
C -22.374 -4.565 5.902
O -23.118 -3.968 6.873
C -24.155 -3.172 6.319
C -24.200 -3.591 4.845
O -22.927 -4.369 4.751
H -25.068 -3.376 6.942
H -23.911 -2.077 6.438
H -24.091 -2.831 4.073
H -25.057 -4.214 4.542
*
```

Entry 2:
# C13H38BBrO12P4

A cluster of 4 separate species, C13H38BBrO12P4 in total (ωB97M-V with the def2-TZVPD basis set, the Open Molecules 2025 dataset).

E_HOMO: -0.2640 Ha
frontier orbital gap: 6.265 eV
SMILES: COP(=O)(OC)OC.COP(=O)(OC)OC.COP(=O)(OC)OC.CCP(BBr)CC
LUMO: -0.92 eV
calculated total energy: -5385.323022 hartree

ORCA input file:
```
! wB97M-V def2-TZVPD RIJCOSX def2/J DEFGRID3
* xyz 0 1
C 1.521 3.278 -2.905
O 1.374 3.366 -1.472
P 0.105 2.640 -0.802
O -1.099 3.120 -1.503
O 0.379 3.355 0.620
C 0.140 4.757 0.737
O -0.332 1.262 -0.104
C 0.688 0.399 0.452
H 2.563 3.476 -3.140
H 1.253 2.291 -3.278
H 0.894 4.031 -3.377
H -0.580 5.101 -0.005
H 1.076 5.305 0.622
H -0.256 4.938 1.734
H 1.251 0.925 1.225
H 1.365 0.054 -0.324
H 0.192 -0.462 0.894
C -6.248 2.774 -5.185
O -6.275 2.794 -3.746
P -5.760 1.474 -2.978
O -6.498 0.327 -3.529
O -6.302 1.985 -1.547
C -7.708 1.996 -1.320
O -4.391 0.907 -2.402
C -3.331 1.848 -2.042
H -6.259 3.806 -5.528
H -5.356 2.282 -5.566
H -7.133 2.261 -5.555
H -8.221 1.283 -1.965
H -8.106 2.998 -1.491
H -7.874 1.722 -0.280
H -3.688 2.538 -1.280
H -2.998 2.401 -2.916
H -2.505 1.278 -1.648
C -2.977 -0.694 2.857
O -2.711 -0.590 4.267
P -1.343 -1.273 4.837
O -1.533 -2.642 4.284
O -1.736 -1.082 6.378
C -2.904 -1.748 6.866
O 0.263 -1.418 5.122
C 1.041 -0.241 5.431
H -3.680 0.094 2.596
H -2.073 -0.574 2.265
H -3.422 -1.664 2.648
H -3.144 -2.619 6.257
H -3.749 -1.060 6.875
H -2.692 -2.066 7.884
H 0.661 0.249 6.329
H 1.033 0.461 4.597
H 2.063 -0.563 5.607
C 8.701 -3.923 -1.076
C 7.938 -2.581 -1.145
P 6.185 -2.892 -1.574
B 4.929 -1.473 -1.545
Br 3.913 -1.138 0.065
C 5.682 -4.513 -2.258
C 4.703 -5.244 -1.309
H 8.115 -4.622 -0.478
H 8.758 -4.323 -2.087
H 9.691 -3.790 -0.652
H 8.444 -1.993 -1.911
H 8.070 -2.064 -0.197
H 4.673 -0.750 -2.451
H 5.237 -4.433 -3.250
H 6.543 -5.170 -2.376
H 3.746 -4.725 -1.334
H 4.596 -6.282 -1.617
H 5.096 -5.163 -0.299
*
```

Entry 3:
# C3H6NPS

A cluster of 2 separate species, C3H6NPS in total (ωB97M-V with the def2-TZVPD basis set, the Open Molecules 2025 dataset).

E_HOMO (spin up / spin down): -0.3356 / -0.3359 Ha
frontier orbital gap (spin up / spin down): 5.016 / 5.029 eV
relative energy (zero: lowest compared OMol25 entry of this formula, charge and spin): 393.0 kJ/mol
LUMO (spin up / spin down): -4.12 / -4.11 eV
calculated total energy: -912.040340 hartree

ORCA input file:
```
! wB97M-V def2-TZVPD RIJCOSX def2/J DEFGRID3
* xyz 0 1
C 0.363 -2.043 2.263
C 1.443 0.529 -0.872
C -1.335 0.355 0.247
N -0.105 -1.497 3.177
P -0.077 -0.531 -0.769
S -0.702 -0.625 -2.618
H 2.201 0.373 -1.541
H 1.140 1.539 -0.952
H 2.079 0.433 -0.002
H -1.379 0.148 1.351
H -1.350 1.397 -0.129
H -2.277 -0.078 -0.156
*
```

Entry 4:
# C4H16BN3O6S2

A cluster of 2 separate species, C4H16BN3O6S2 in total (ωB97M-V with the def2-TZVPD basis set, the Open Molecules 2025 dataset).

E_HOMO: -0.3140 Ha
frontier orbital gap: 7.718 eV
LUMO: -0.83 eV
calculated total energy: -1598.773508 hartree

ORCA input file:
```
! wB97M-V def2-TZVPD RIJCOSX def2/J DEFGRID3
* xyz 0 1
N 3.108 -1.970 -0.552
C 3.641 -0.800 0.281
C 3.688 0.542 -0.660
C 2.510 1.657 -0.280
C 1.105 1.415 -1.093
S -0.227 0.535 -0.043
O -0.029 -0.999 -0.297
O -0.017 0.945 1.434
N -1.759 1.008 -0.735
S -3.066 0.931 0.420
O -3.382 2.377 0.878
O -2.872 -0.090 1.566
B -4.594 0.333 -0.563
N -4.536 -0.146 -2.009
O -5.885 0.307 0.151
H 3.208 -2.845 0.021
H 3.772 -2.011 -1.380
H 4.750 -1.075 0.575
H 3.061 -0.648 1.294
H 4.734 1.087 -0.484
H 3.682 0.271 -1.823
H 2.401 1.768 0.880
H 2.942 2.696 -0.670
H 0.621 2.478 -1.340
H 1.242 0.876 -2.125
H -5.506 -0.377 -2.362
H -4.045 -1.087 -1.955
H -5.807 -0.239 1.009
O -0.532 -1.675 2.615
H -1.279 -1.027 2.677
H -0.100 -1.646 1.724
H -0.830 -2.593 2.844
*
```